Entry 1:
Below is C28H35N5P2PdSe as an isolated structure in a non-equilibrium geometry, with properties calculated with ωB97M-V/def2-TZVPD.

Each line ends with the Mulliken spin population.
Atoms and positions in Å:
1 Pd -4.582 0.375 -0.235  0.769
2 C -2.764 3.312 3.027  -0.001
3 C -2.377 3.164 1.754  0.008
4 C -1.193 2.359 1.239  0.006
5 C -1.325 0.801 0.919  -0.053
6 C -2.233 -0.112 1.674  0.028
7 C -2.436 -0.033 3.000  0.017
8 C -1.740 1.022 3.793  0.005
9 C -2.473 2.324 4.096  0.007
10 C -5.396 -0.483 1.362  0.383
11 H -3.537 4.046 3.300  -0.011
12 H -3.068 3.417 0.946  -0.006
13 H -0.327 2.432 1.942  0.001
14 H -1.004 2.758 0.229  0.002
15 H -1.408 0.608 -0.175  0.001
16 H -0.301 0.412 1.122  -0.005
17 H -2.641 -0.951 1.065  0.002
18 H -3.144 -0.724 3.465  -0.001
19 H -0.733 1.242 3.419  0.001
20 H -1.604 0.560 4.782  0.000
21 H -3.442 2.045 4.505  0.002
22 H -1.968 2.792 4.944  0.000
23 H -6.158 0.161 1.837  -0.020
24 H -4.914 -1.152 2.099  -0.046
25 H -5.907 -1.095 0.560  0.025
26 P 0.487 -2.096 -0.731  0.005
27 P 1.277 1.172 -1.908  0.000
28 N 1.049 -3.134 0.575  0.000
29 N 0.620 -3.432 -1.919  -0.001
30 N 2.434 1.729 -0.672  0.000
31 N 1.995 2.152 -3.154  0.000
32 C 2.209 -1.411 -1.036  0.000
33 C 2.212 -0.405 -2.215  0.000
34 C 0.170 -3.528 1.580  -0.001
35 C 0.815 -4.441 2.411  0.000
36 C 2.126 -4.624 1.880  0.000
37 C 2.236 -3.853 0.735  0.000
38 C -0.464 -3.804 -2.712  -0.003
39 C -0.084 -4.819 -3.579  -0.001
40 C 1.311 -5.080 -3.333  0.000
41 C 1.690 -4.247 -2.293  0.000
42 C 1.869 2.227 0.518  0.000
43 C 2.890 2.388 1.438  0.000
44 C 4.108 1.985 0.817  0.000
45 C 3.801 1.569 -0.474  0.000
46 C 3.276 2.678 -3.369  0.000
47 C 3.280 3.329 -4.583  0.000
48 C 1.977 3.180 -5.167  0.000
49 C 1.206 2.435 -4.289  0.000
50 H 2.868 -2.252 -1.317  0.000
51 H 2.652 -0.987 -0.109  0.000
52 H 3.251 -0.107 -2.422  0.000
53 H 1.757 -0.872 -3.109  0.000
54 H -0.827 -3.093 1.605  0.000
55 H 0.395 -4.910 3.293  0.000
56 H 2.905 -5.240 2.292  0.000
57 H 3.053 -3.762 0.050  0.000
58 H -1.419 -3.312 -2.601  0.004
59 H -0.692 -5.349 -4.296  0.000
60 H 1.957 -5.772 -3.847  0.000
61 H 2.658 -4.185 -1.810  0.000
62 H 0.820 2.468 0.546  0.000
63 H 2.742 2.737 2.470  0.000
64 H 5.093 1.989 1.266  0.000
65 H 4.447 1.255 -1.274  0.000
66 H 4.070 2.564 -2.644  0.000
67 H 4.120 3.856 -5.011  0.000
68 H 1.671 3.549 -6.130  0.000
69 H 0.175 2.095 -4.333  0.000
70 Se -6.409 4.745 2.003  0.802
71 C -5.794 3.164 1.329  -0.166
72 N -5.306 2.169 0.859  0.245

Calculated values
Spin multiplicity ... 3
<S²> ... 2.03
LUMO level (alpha / beta) ... -0.2 / -3.7 eV
Frontier orbital gap (alpha / beta) ... 0.2425 / 0.1666 Ha
Electronic energy ... -4573.46028 a.u.
Energy above the lowest of the compared OMol25 structures with the same formula, charge and spin ... 158.6 kJ/mol

=====

Entry 2:
Below is C28H35N5P2ReSe as an isolated structure in a non-equilibrium geometry, with properties calculated with ωB97M-V/def2-TZVPD.

Each line ends with the Mulliken spin population.
Atoms and positions in Å:
1 Re -2.279 -1.719 0.614  2.009
2 C -1.913 -2.838 3.087  0.019
3 C -1.867 -1.465 2.732  0.037
4 C -0.522 -0.796 2.446  0.032
5 C 0.456 -1.540 1.534  -0.012
6 C -0.212 -2.170 0.307  0.014
7 C -0.844 -3.462 0.532  0.129
8 C -0.383 -4.311 1.703  0.015
9 C -0.765 -3.771 3.123  0.011
10 C -3.775 -0.483 -0.007  0.059
11 H -2.871 -3.282 3.386  -0.002
12 H -2.556 -0.767 3.244  0.005
13 H -0.022 -0.604 3.406  0.016
14 H -0.817 0.190 2.009  -0.023
15 H 1.181 -0.806 1.156  0.001
16 H 0.996 -2.307 2.127  -0.005
17 H 0.251 -1.975 -0.673  0.025
18 H -1.298 -4.047 -0.287  -0.022
19 H 0.716 -4.343 1.712  0.007
20 H -0.747 -5.346 1.590  -0.005
21 H -1.068 -4.655 3.735  -0.001
22 H 0.155 -3.346 3.596  0.000
23 H -4.786 -0.802 0.290  0.014
24 H -3.719 -0.534 -1.107  -0.004
25 H -3.653 0.567 0.293  0.017
26 P -0.536 0.056 -1.884  0.058
27 P 0.570 1.706 1.292  -0.012
28 N 0.438 -0.889 -3.106  -0.003
29 N -0.979 1.245 -3.176  0.000
30 N 2.300 1.361 1.436  -0.001
31 N 0.721 3.302 2.083  0.000
32 C 0.943 1.053 -1.385  -0.006
33 C 0.559 2.239 -0.460  0.001
34 C -0.031 -2.072 -3.687  0.000
35 C 0.961 -2.594 -4.520  0.001
36 C 2.070 -1.691 -4.469  0.002
37 C 1.714 -0.661 -3.611  -0.001
38 C -2.283 1.588 -3.525  0.000
39 C -2.245 2.398 -4.654  0.000
40 C -0.872 2.565 -5.019  0.000
41 C -0.119 1.849 -4.102  0.001
42 C 2.891 0.344 2.209  0.000
43 C 4.272 0.444 2.112  0.001
44 C 4.558 1.530 1.219  0.000
45 C 3.340 2.057 0.805  0.001
46 C 1.804 4.067 2.535  0.000
47 C 1.351 5.326 2.929  0.000
48 C -0.067 5.348 2.707  0.000
49 C -0.423 4.112 2.185  0.000
50 H 1.511 1.462 -2.238  0.004
51 H 1.592 0.341 -0.843  0.000
52 H 1.194 3.148 -0.569  0.000
53 H -0.492 2.503 -0.663  0.000
54 H -1.021 -2.441 -3.460  -0.001
55 H 0.904 -3.514 -5.094  0.000
56 H 3.030 -1.759 -4.961  0.000
57 H 2.307 0.194 -3.336  0.000
58 H -3.114 1.229 -2.934  0.001
59 H -3.107 2.819 -5.149  0.000
60 H -0.443 3.131 -5.833  0.000
61 H 0.950 1.726 -4.045  0.000
62 H 2.275 -0.354 2.762  -0.002
63 H 4.985 -0.193 2.626  0.000
64 H 5.542 1.876 0.903  0.000
65 H 3.108 2.884 0.148  0.000
66 H 2.805 3.666 2.546  0.000
67 H 1.966 6.125 3.325  0.000
68 H -0.735 6.171 2.929  0.000
69 H -1.389 3.723 1.900  0.000
70 Se -4.961 -5.535 1.621  0.690
71 C -4.085 -4.133 1.060  -0.038
72 N -3.423 -3.138 0.842  -0.031

Calculated values
Spin multiplicity ... 4
<S²> ... 3.83
LUMO level (alpha / beta) ... -9.0 / -9.9 eV
Frontier orbital gap (alpha / beta) ... 0.1239 / 0.0902 Ha
Electronic energy ... -4523.25580 a.u.
Charge ... +2

=====

Entry 3:
Below is C28H35NO5 in the gas phase, with properties calculated with ωB97M-V/def2-TZVPD.

Each line ends with the Mulliken charge.
Atoms and positions in Å:
1 C -0.900 2.844 -2.030  -0.323
2 C -2.198 3.265 -1.344  -0.673
3 O -2.937 2.174 -0.834  -0.465
4 C -2.604 1.613 0.361  0.419
5 C -3.416 0.552 0.765  -0.490
6 C -3.196 -0.081 1.970  -0.451
7 C -2.167 0.324 2.812  0.362
8 C -1.357 1.374 2.402  -0.425
9 C -1.562 2.013 1.193  -0.024
10 H -0.905 2.822 0.914  0.356
11 H -0.548 1.692 3.041  0.331
12 C -1.962 -0.314 4.159  -1.594
13 N -0.624 -0.860 4.342  0.576
14 C -0.315 -1.032 5.748  -1.212
15 H -0.408 -0.071 6.254  0.357
16 H -0.975 -1.756 6.250  0.400
17 H 0.715 -1.371 5.849  0.333
18 C -0.401 -2.076 3.584  -1.560
19 H -1.310 -2.703 3.542  0.379
20 C 0.083 -1.814 2.146  1.667
21 O 0.396 -3.045 1.521  -0.583
22 H -0.419 -3.529 1.355  0.437
23 C 1.355 -0.954 2.166  -1.244
24 O 1.511 -0.104 1.064  -0.189
25 C 1.920 -0.724 -0.142  -0.565
26 C 0.781 -1.394 -0.885  -0.717
27 C 0.931 -2.630 -1.488  -0.639
28 C -0.111 -3.211 -2.193  -0.817
29 C -1.330 -2.552 -2.299  0.543
30 C -1.485 -1.307 -1.689  -0.579
31 C -0.439 -0.739 -0.998  0.633
32 H -0.562 0.219 -0.518  0.780
33 H -2.434 -0.802 -1.773  0.529
34 O -2.425 -3.032 -2.962  -0.460
35 C -2.319 -4.267 -3.624  -0.907
36 H -1.545 -4.244 -4.399  0.345
37 H -3.289 -4.436 -4.091  0.264
38 H -2.109 -5.084 -2.926  0.339
39 H 0.041 -4.177 -2.649  0.447
40 H 1.867 -3.163 -1.400  0.504
41 C 2.506 0.333 -1.056  -0.614
42 C 3.141 -0.041 -2.236  -0.421
43 C 3.650 0.911 -3.091  -0.838
44 C 3.535 2.269 -2.790  0.879
45 C 2.902 2.647 -1.614  -0.180
46 C 2.393 1.681 -0.761  -0.556
47 H 1.912 1.972 0.160  0.457
48 H 2.797 3.687 -1.347  0.401
49 O 4.074 3.128 -3.704  -0.473
50 C 3.999 4.508 -3.449  -0.774
51 H 2.961 4.852 -3.391  0.292
52 H 4.522 4.777 -2.525  0.315
53 H 4.491 4.992 -4.292  0.242
54 H 4.147 0.630 -4.006  0.434
55 H 3.234 -1.087 -2.484  0.498
56 H 2.691 -1.480 0.080  0.654
57 H 2.219 -1.627 2.265  0.365
58 H 1.300 -0.291 3.032  0.505
59 H -0.688 -1.282 1.576  -0.488
60 H 0.381 -2.662 4.074  0.364
61 H -2.735 -1.088 4.321  0.331
62 H -2.104 0.458 4.922  0.497
63 H -3.841 -0.897 2.264  0.324
64 H -4.221 0.246 0.116  0.468
65 H -2.002 4.002 -0.555  0.351
66 H -2.869 3.720 -2.079  0.386
67 H -1.109 2.084 -2.779  0.264
68 H -0.453 3.705 -2.519  0.444
69 H -0.185 2.434 -1.323  -0.211

Calculated values
LUMO level ... 0.8 eV
Frontier orbital gap ... 0.3177 Ha
Electronic energy ... -1518.85854 a.u.
Energy above the lowest of the compared OMol25 structures with the same formula, charge and spin ... 19.3 kJ/mol
SMILES ... CCOc1ccc(CN(C)C[C@H](O)COC(c2ccc(OC)cc2)c2ccc(OC)cc2)cc1

=====

no.,molar mass (g mol⁻¹)
1,688.95
2,768.74
3,465.59